No. 1
The following is a DFT calculation (ωB97M-V with the def2-TZVPD basis set) of a molecular structure, C48H38N8O3RuS at a distorted geometry.

Cartesian coordinates (Å):
Ru (-1.496, 0.818, -0.836)
C (-3.591, 3.607, -4.001)
O (-2.938, 4.395, -2.995)
C (-2.395, 3.548, -2.141)
N (-2.610, 2.291, -2.328)
C (-3.580, 2.178, -3.420)
C (-4.865, 1.693, -2.767)
C (-5.890, 2.544, -2.374)
C (-7.016, 2.032, -1.742)
C (-7.112, 0.678, -1.466)
C (-6.077, -0.172, -1.821)
C (-4.959, 0.335, -2.466)
C (-1.666, 4.018, -0.964)
C (-1.615, 5.343, -0.538)
C (-0.929, 5.636, 0.635)
C (-0.301, 4.614, 1.338)
C (-0.403, 3.318, 0.841)
N (-1.089, 3.034, -0.268)
C (0.166, 2.139, 1.489)
N (-0.308, 0.966, 1.267)
C (0.399, 0.027, 2.139)
C (1.523, 0.907, 2.727)
O (1.175, 2.241, 2.341)
C (-0.639, -0.550, 3.085)
C (-0.711, -0.287, 4.445)
C (-1.735, -0.831, 5.206)
C (-2.719, -1.605, 4.613)
C (-2.662, -1.859, 3.249)
C (-1.615, -1.352, 2.498)
H (-3.015, 3.686, -4.927)
H (-4.584, 4.017, -4.171)
H (-3.247, 1.441, -4.154)
H (-5.846, 3.608, -2.562)
H (-7.824, 2.698, -1.476)
H (-7.993, 0.289, -0.983)
H (-6.147, -1.228, -1.604)
H (-4.152, -0.327, -2.764)
H (-2.098, 6.110, -1.125)
H (-0.879, 6.651, 0.997)
H (0.263, 4.797, 2.240)
H (0.802, -0.791, 1.532)
H (2.494, 0.680, 2.280)
H (1.606, 0.871, 3.811)
H (0.023, 0.328, 4.940)
H (-1.754, -0.661, 6.271)
H (-3.516, -2.023, 5.208)
H (-3.412, -2.478, 2.777)
H (-1.549, -1.571, 1.437)
C (10.644, -6.249, -0.633)
O (9.263, -6.540, -0.618)
C (8.324, -5.628, -0.654)
C (6.992, -6.127, -0.685)
C (5.930, -5.274, -0.714)
C (6.128, -3.874, -0.721)
C (7.447, -3.376, -0.681)
C (8.523, -4.226, -0.651)
C (4.967, -3.041, -0.802)
N (3.736, -3.529, -0.866)
C (2.910, -2.481, -0.988)
C (3.657, -1.284, -0.985)
N (4.955, -1.664, -0.863)
C (3.050, -0.012, -1.120)
C (3.741, 1.210, -1.124)
C (3.040, 2.370, -1.355)
C (1.655, 2.291, -1.535)
N (0.972, 1.164, -1.458)
C (1.636, 0.013, -1.267)
C (0.861, -1.210, -1.262)
N (-0.479, -1.118, -1.398)
C (-1.203, -2.225, -1.469)
C (-0.651, -3.503, -1.383)
C (0.708, -3.629, -1.193)
C (1.491, -2.470, -1.142)
H (11.145, -7.216, -0.635)
H (10.952, -5.685, 0.251)
H (10.921, -5.692, -1.532)
H (6.857, -7.196, -0.684)
H (4.917, -5.642, -0.735)
H (7.633, -2.312, -0.668)
H (9.522, -3.822, -0.614)
H (5.762, -1.058, -0.895)
H (4.807, 1.227, -0.961)
H (3.544, 3.324, -1.402)
H (1.094, 3.187, -1.760)
H (-2.273, -2.090, -1.604)
H (-1.289, -4.368, -1.458)
H (1.193, -4.586, -1.097)
S (-3.554, 0.066, 0.346)
C (-4.158, 1.314, 1.346)
N (-4.288, 1.085, 2.676)
C (-4.812, 1.989, 3.525)
C (-5.292, 3.184, 3.058)
C (-5.207, 3.454, 1.682)
C (-4.629, 2.535, 0.840)
H (-3.957, 0.189, 3.041)
H (-4.831, 1.728, 4.573)
H (-5.736, 3.901, 3.730)
H (-5.591, 4.383, 1.288)
H (-4.542, 2.707, -0.221)

Forces on atoms 1 to 6 (eV/Å):
2.4 2.7 1.3
-0.3 -0.5 -0.7
0.2 0.7 0.6
-0.4 -1.3 -0.2
1.2 -0.3 0.4
-0.6 0.0 -0.1

Results
Total charge: +3
Spin multiplicity: 2
Kohn-Sham gap (alpha / beta) in eV: 6.522 / 3.700

Löwdin population analysis, charges in e, atoms 1 to 4: number 1, Ru, carries 0.9467; number 2, C, carries -0.0435; number 3, O, carries 0.0607; number 4, C, carries -0.3224

---

No. 2
The following is a DFT calculation (ωB97M-V with the def2-TZVPD basis set) of a molecular structure, C48H39BCrF4N7O5S2 at a distorted geometry.

Cartesian coordinates (Å):
Cr (-1.887, -0.545, 0.010)
C (0.417, 7.027, 3.640)
C (-0.303, 5.725, 3.395)
C (0.387, 4.614, 2.914)
C (-0.270, 3.424, 2.655)
C (-1.637, 3.338, 2.882)
C (-2.345, 4.427, 3.365)
C (-1.672, 5.616, 3.618)
S (-2.453, 1.789, 2.608)
O (-1.823, 0.844, 3.497)
O (-3.870, 2.026, 2.753)
N (-2.038, 1.376, 1.115)
C (-2.845, 1.845, 0.075)
C (-3.514, 3.073, -0.061)
C (-4.208, 3.311, -1.221)
C (-4.244, 2.353, -2.242)
C (-3.573, 1.175, -2.040)
N (-2.906, 0.939, -0.908)
H (1.459, 6.856, 3.910)
H (-0.057, 7.595, 4.440)
H (0.405, 7.648, 2.741)
H (1.457, 4.681, 2.752)
H (0.268, 2.558, 2.288)
H (-3.408, 4.328, 3.544)
H (-2.218, 6.470, 4.004)
H (-3.477, 3.805, 0.732)
H (-4.730, 4.253, -1.345)
H (-4.787, 2.519, -3.162)
H (-3.565, 0.378, -2.773)
C (-2.462, -2.016, 4.157)
S (-3.821, -1.324, 3.227)
C (-4.839, -2.785, 3.163)
O (-3.300, -1.161, 1.832)
H (-2.835, -2.342, 5.130)
H (-1.732, -1.216, 4.277)
H (-2.043, -2.846, 3.587)
H (-5.167, -3.033, 4.174)
H (-4.262, -3.596, 2.719)
H (-5.701, -2.551, 2.540)
C (-6.585, -2.422, -2.302)
C (-5.619, -2.597, -3.285)
C (-4.269, -2.448, -3.006)
C (-3.814, -2.118, -1.708)
C (-4.806, -1.971, -0.725)
C (-6.153, -2.107, -1.021)
N (-2.466, -1.897, -1.406)
C (-1.581, -2.388, -2.410)
C (-1.090, -1.562, -3.419)
C (-0.241, -2.054, -4.402)
C (0.120, -3.394, -4.405)
C (-0.373, -4.231, -3.410)
C (-1.213, -3.732, -2.426)
H (-7.638, -2.531, -2.528)
H (-5.918, -2.849, -4.297)
H (-3.555, -2.588, -3.805)
H (-4.499, -1.740, 0.286)
H (-6.880, -1.974, -0.226)
H (-1.376, -0.515, -3.425)
H (0.147, -1.382, -5.159)
H (0.778, -3.782, -5.173)
H (-0.095, -5.278, -3.397)
H (-1.590, -4.375, -1.638)
C (4.534, -2.047, -4.887)
C (4.949, -0.814, -4.071)
C (5.688, 0.152, -4.996)
C (5.916, -1.246, -2.960)
C (3.696, -0.185, -3.458)
C (3.242, 1.084, -3.816)
C (2.069, 1.641, -3.288)
C (1.370, 0.878, -2.388)
O (0.180, 1.142, -1.755)
B (-0.138, -0.020, -1.021)
O (0.924, -0.940, -1.157)
C (1.816, -0.378, -2.021)
C (2.959, -0.935, -2.529)
H (5.411, -2.513, -5.346)
H (3.838, -1.763, -5.681)
H (4.039, -2.791, -4.260)
H (6.586, -0.334, -5.383)
H (5.996, 1.057, -4.468)
H (5.073, 0.443, -5.852)
H (6.806, -1.710, -3.396)
H (5.460, -1.967, -2.280)
H (6.232, -0.383, -2.369)
H (3.801, 1.673, -4.529)
H (1.728, 2.624, -3.583)
H (3.247, -1.934, -2.224)
F (0.820, 0.186, 3.062)
C (2.065, -0.214, 3.357)
C (2.797, 0.555, 4.207)
F (2.228, 1.660, 4.696)
C (4.132, 0.238, 4.578)
C (4.624, -0.946, 3.968)
C (3.887, -1.713, 3.119)
F (4.468, -2.806, 2.610)
C (2.550, -1.404, 2.765)
C (1.769, -2.187, 1.886)
C (0.447, -1.862, 1.518)
N (-0.598, -1.633, 1.091)
C (2.268, -3.335, 1.189)
N (2.614, -4.258, 0.592)
F (5.874, -1.342, 4.232)
C (4.894, 1.024, 5.461)
C (6.242, 0.718, 5.828)
N (7.331, 0.539, 6.161)
C (4.402, 2.215, 6.082)
N (4.079, 3.185, 6.614)

Forces on atoms 1 to 6 (eV/Å):
-0.9 -0.1 0.2
0.0 -0.1 0.0
0.0 0.1 0.0
0.0 0.0 0.0
0.0 0.0 0.0
0.0 0.1 0.1

Results
Total charge: -1
Spin multiplicity: 5
Energy above the lowest of the compared OMol25 structures with the same formula, charge and spin in kJ/mol: 121.7
Kohn-Sham gap (alpha / beta) in eV: 6.868 / 4.926

Löwdin population analysis, charges in e, atoms 1 to 4: number 1, Cr, carries 0.7438; number 2, C, carries -0.0540; number 3, C, carries -0.2715; number 4, C, carries -0.0285

---

No. 3
The following is a DFT calculation (ωB97M-V with the def2-TZVPD basis set) of a molecular structure, C48H39F3N3O3RuSSb at a distorted geometry.

Cartesian coordinates (Å):
Ru (0.770, 0.291, 0.271)
C (0.641, 2.757, -3.638)
O (-0.676, 2.177, -3.358)
C (-0.526, 1.436, -2.294)
N (0.649, 1.289, -1.800)
C (1.594, 1.937, -2.748)
C (2.737, 2.695, -2.119)
C (3.338, 2.246, -0.949)
C (4.469, 2.868, -0.442)
C (5.020, 3.948, -1.118)
C (4.442, 4.391, -2.297)
C (3.306, 3.766, -2.797)
C (-1.672, 0.699, -1.739)
C (-2.908, 0.563, -2.345)
C (-3.833, -0.290, -1.749)
C (-3.497, -0.958, -0.576)
C (-2.244, -0.728, -0.037)
N (-1.360, 0.075, -0.612)
C (-1.741, -1.298, 1.224)
N (-0.600, -0.953, 1.704)
C (-0.462, -1.607, 3.030)
C (-1.729, -2.498, 3.094)
O (-2.485, -2.133, 1.891)
C (0.822, -2.366, 3.265)
C (0.938, -3.105, 4.440)
C (2.098, -3.813, 4.710)
C (3.158, -3.792, 3.811)
C (3.054, -3.053, 2.644)
C (1.888, -2.344, 2.379)
H (0.608, 3.811, -3.368)
H (0.832, 2.653, -4.700)
H (2.045, 1.134, -3.340)
H (2.965, 1.343, -0.466)
H (4.940, 2.500, 0.460)
H (5.911, 4.428, -0.735)
H (4.885, 5.215, -2.841)
H (2.877, 4.122, -3.728)
H (-3.131, 1.100, -3.258)
H (-4.805, -0.438, -2.200)
H (-4.183, -1.636, -0.085)
H (-0.524, -0.814, 3.780)
H (-2.362, -2.302, 3.953)
H (-1.501, -3.560, 3.042)
H (0.121, -3.124, 5.155)
H (2.178, -4.383, 5.626)
H (4.060, -4.352, 4.021)
H (3.875, -3.040, 1.936)
H (1.810, -1.784, 1.457)
F (-1.628, 2.990, 7.563)
C (-1.025, 2.826, 6.396)
C (-1.710, 3.170, 5.239)
C (-1.083, 2.988, 4.021)
C (0.220, 2.488, 3.986)
C (0.885, 2.123, 5.155)
C (0.261, 2.312, 6.377)
Sb (1.205, 2.256, 2.145)
C (3.218, 1.956, 2.670)
C (3.856, 0.800, 2.220)
C (5.175, 0.549, 2.558)
C (5.838, 1.475, 3.346)
F (7.101, 1.241, 3.673)
C (5.229, 2.631, 3.805)
C (3.906, 2.867, 3.471)
C (1.079, 4.121, 1.174)
C (2.222, 4.902, 1.023)
C (2.122, 6.155, 0.440)
C (0.885, 6.584, -0.009)
F (0.793, 7.775, -0.586)
C (-0.260, 5.812, 0.109)
C (-0.157, 4.566, 0.703)
H (-2.710, 3.576, 5.312)
H (-1.603, 3.268, 3.113)
H (1.888, 1.715, 5.126)
H (0.753, 2.070, 7.310)
H (3.335, 0.079, 1.596)
H (5.693, -0.343, 2.230)
H (5.792, 3.323, 4.418)
H (3.419, 3.763, 3.838)
H (3.189, 4.546, 1.356)
H (2.985, 6.800, 0.339)
H (-1.204, 6.196, -0.254)
H (-1.049, 3.957, 0.801)
C (1.778, -2.461, -2.948)
S (1.591, -2.560, -1.176)
O (2.030, -1.147, -0.700)
C (2.956, -3.604, -0.768)
C (4.240, -3.073, -0.749)
C (5.292, -3.913, -0.422)
C (5.048, -5.251, -0.119)
C (3.756, -5.758, -0.137)
C (2.690, -4.928, -0.455)
H (2.798, -2.158, -3.176)
H (1.052, -1.735, -3.314)
H (1.563, -3.447, -3.361)
H (4.412, -2.030, -0.987)
H (6.304, -3.531, -0.415)
H (5.875, -5.902, 0.133)
H (3.577, -6.799, 0.097)
H (1.676, -5.313, -0.465)

Forces on atoms 1 to 6 (eV/Å):
-0.6 -0.8 -0.9
0.2 0.1 0.0
0.0 0.0 -0.1
0.1 0.1 -0.1
0.1 0.0 0.4
0.1 0.0 0.0

Results
Total charge: +3
Spin multiplicity: 6
Kohn-Sham gap (alpha / beta) in eV: 7.285 / 5.156

Löwdin population analysis, charges in e, atoms 1 to 4: number 1, Ru, carries 1.3081; number 2, C, carries -0.0138; number 3, O, carries 0.0922; number 4, C, carries -0.3282

---

No. 4
The following is a DFT calculation (ωB97M-V with the def2-TZVPD basis set) of a molecular structure, C48H40N4O3P2SZn at a distorted geometry.

Cartesian coordinates (Å):
Zn (1.022, -0.275, -1.587)
C (-1.788, -3.500, 0.339)
N (-2.945, -2.674, 0.590)
C (-2.687, -1.383, 1.184)
P (-1.027, -0.581, 0.774)
C (-1.345, 0.977, 1.726)
C (-2.335, 1.843, 1.267)
C (-2.442, 3.131, 1.764)
C (-1.542, 3.588, 2.712)
C (-0.537, 2.747, 3.157)
C (-0.435, 1.461, 2.664)
C (-0.002, -1.451, 2.019)
C (-0.374, -1.516, 3.364)
C (0.420, -2.167, 4.287)
C (1.601, -2.773, 3.888)
C (1.985, -2.709, 2.557)
C (1.194, -2.048, 1.635)
C (-4.227, -3.163, 0.617)
C (-5.269, -2.449, 1.238)
C (-6.568, -2.914, 1.235)
C (-6.897, -4.111, 0.621)
C (-5.886, -4.835, 0.013)
C (-4.586, -4.380, 0.013)
P (-0.650, -2.614, -0.907)
C (-1.945, -2.225, -2.132)
C (-2.034, -0.929, -2.637)
C (-2.972, -0.608, -3.596)
C (-3.846, -1.575, -4.074)
C (-3.761, -2.868, -3.586)
C (-2.819, -3.193, -2.633)
C (0.199, -4.049, -1.715)
C (1.521, -3.775, -2.081)
C (2.291, -4.671, -2.786)
C (1.741, -5.885, -3.189)
C (0.440, -6.188, -2.825)
C (-0.318, -5.300, -2.082)
H (-2.078, -4.492, 0.002)
H (-1.211, -3.630, 1.272)
H (-2.802, -1.430, 2.281)
H (-3.422, -0.665, 0.794)
H (-3.020, 1.513, 0.495)
H (-3.209, 3.793, 1.388)
H (-1.601, 4.604, 3.073)
H (0.190, 3.106, 3.871)
H (0.379, 0.837, 3.001)
H (-1.280, -1.028, 3.700)
H (0.122, -2.195, 5.328)
H (2.216, -3.287, 4.614)
H (2.912, -3.171, 2.244)
H (1.507, -1.986, 0.602)
H (-5.068, -1.521, 1.750)
H (-7.339, -2.335, 1.729)
H (-7.915, -4.473, 0.618)
H (-6.111, -5.775, -0.474)
H (-3.846, -4.992, -0.477)
H (-1.357, -0.169, -2.267)
H (-3.026, 0.404, -3.972)
H (-4.582, -1.324, -4.826)
H (-4.441, -3.630, -3.947)
H (-2.771, -4.210, -2.283)
H (1.944, -2.814, -1.802)
H (3.318, -4.428, -3.032)
H (2.326, -6.584, -3.771)
H (0.008, -7.135, -3.129)
H (-1.315, -5.599, -1.794)
C (1.437, 1.086, -3.010)
C (2.682, 1.617, -2.783)
C (3.051, 2.790, -3.526)
C (4.252, 3.416, -3.339)
C (5.182, 2.936, -2.417)
C (4.880, 1.779, -1.708)
C (3.689, 1.131, -1.890)
H (2.337, 3.182, -4.236)
H (4.492, 4.299, -3.918)
H (6.123, 3.442, -2.264)
H (5.596, 1.382, -0.996)
H (3.487, 0.201, -1.357)
O (2.843, 9.627, 0.454)
S (2.116, 8.755, 1.374)
O (0.792, 8.369, 0.903)
O (2.131, 9.212, 2.765)
C (3.111, 7.218, 1.443)
N (4.347, 7.378, 1.896)
C (5.080, 6.278, 2.004)
C (4.605, 5.023, 1.676)
C (3.278, 4.950, 1.223)
N (2.553, 6.078, 1.113)
C (2.613, 3.704, 0.883)
C (1.355, 3.732, 0.252)
C (0.722, 2.556, -0.054)
N (1.210, 1.340, 0.232)
C (2.390, 1.316, 0.860)
C (3.119, 2.436, 1.188)
H (6.090, 6.418, 2.383)
H (5.237, 4.150, 1.751)
H (0.916, 4.687, 0.015)
H (-0.240, 2.556, -0.551)
H (2.755, 0.329, 1.124)
H (4.067, 2.309, 1.688)

Forces on atoms 1 to 6 (eV/Å):
-0.1 0.2 -0.1
0.3 -0.2 -0.1
0.1 0.1 0.0
-0.1 0.3 0.2
-0.7 0.9 0.7
0.1 0.0 -0.1

Results
Total charge: -2
Energy above the lowest of the compared OMol25 structures with the same formula, charge and spin in kJ/mol: 107.9
Kohn-Sham gap (alpha / beta) in eV: 3.648 / 3.675

Löwdin population analysis, charges in e, atoms 1 to 4: number 1, Zn, carries 0.5470; number 2, C, carries -0.2773; number 3, N, carries -0.1747; number 4, C, carries -0.3010

---

Which of these has the lowest total charge? C48H40N4O3P2SZn